(1)
C3H8N2O2S | ωB97M-V with the def2-TZVPD basis set

Structure (XYZ):
```
16
Properties=species:S:1:pos:R:3:forces:R:3:lowdin_charge:R:1
C 0.3037 -0.1100 -1.8962 3.2 1.2 0.4 -0.188
H -2.1212 -0.8177 0.6459 0.1 -0.9 0.4 0.086
H 0.0790 -1.2433 0.7696 0.6 -1.2 -0.4 0.114
C 0.7861 0.4784 1.3817 -1.0 -0.2 -0.9 0.114
S -1.3187 1.1992 -0.4856 -0.1 -0.2 -2.4 0.546
H -2.0036 0.3813 1.9836 0.4 0.1 -0.5 0.110
O -2.1667 0.8744 -1.6417 -0.2 -1.0 1.6 -0.365
N 0.1997 1.0351 -0.9499 -0.1 -0.8 1.0 -0.236
H 1.8379 0.2744 1.1508 -0.6 -0.3 0.3 0.109
H 0.5370 1.4203 1.9058 0.0 -0.5 -0.7 0.121
H -0.4564 -0.1557 -2.6065 -1.4 0.4 -1.1 0.036
H 1.3019 -0.0554 -2.4381 -1.1 0.2 0.7 0.096
O -1.5908 2.4896 0.0311 0.1 1.4 1.7 -0.338
H 0.3252 -1.0770 -1.4604 -0.1 -1.3 1.0 0.039
C -1.4884 -0.1043 1.1415 -1.6 1.9 -1.5 -0.151
N -0.1635 -0.4760 1.3396 1.8 1.1 0.5 -0.095
```
Forces are in eV/Å.

E_HOMO (alpha / beta) = -0.3343 / -0.3344 Ha
HOMO-LUMO gap (alpha / beta) = 8.2 / 8.2 eV
ΔE to the lowest compared entry with this formula, charge and spin = 88.59 kcal per mole

***

(2)
C29H41N5O8 | ωB97M-V with the def2-TZVPD basis set

Structure (XYZ):
```
83
Properties=species:S:1:pos:R:3:forces:R:3:lowdin_charge:R:1
H -2.1807 -4.3138 -0.5953 0.0 0.0 -0.1 0.083
H -4.0581 -2.3757 3.4654 0.1 0.0 -0.2 0.163
O 5.4674 1.4811 -2.9549 -0.1 0.0 0.0 0.108
N 1.4046 0.1301 4.7619 0.3 0.1 -0.1 0.109
H 0.7534 -0.3183 -0.2577 0.0 0.0 0.0 0.097
H 0.2153 5.0448 -3.9218 0.1 0.1 0.0 0.089
C -1.0587 1.8984 -1.8362 -0.2 0.2 0.3 -0.563
H -5.1510 -0.5313 2.4873 0.0 -0.1 0.0 0.119
H -0.8293 5.6683 -1.0748 -0.1 0.1 0.0 0.085
H -3.6868 0.4084 -1.9037 0.1 -0.1 0.0 0.126
N -0.3016 -0.5485 5.9592 -0.2 0.0 -0.1 0.139
H -0.8285 -3.1718 -0.6132 0.1 0.1 -0.1 0.084
C 0.4578 -4.0684 1.6281 -0.4 0.1 0.0 -0.009
N -2.4280 -1.1788 3.1100 -0.2 0.2 -0.1 0.131
O -0.5762 1.3831 -2.8164 0.2 -0.1 -0.4 0.082
H 1.5209 0.1132 6.8629 0.0 0.0 0.2 0.124
O -3.7763 -3.8236 1.1116 0.0 -0.1 0.0 0.113
H -0.8956 -0.8220 6.7292 0.0 0.0 0.0 0.166
C -0.4172 4.3146 -3.4248 0.0 -0.2 0.2 -0.018
H -0.5282 -4.9035 -0.8074 0.1 -0.1 0.0 0.092
H 1.1147 -4.7928 1.1564 0.1 -0.1 -0.1 0.091
H -4.6876 0.4243 0.3120 0.0 0.1 0.0 0.117
C 0.9595 -0.0731 5.9694 0.1 0.0 0.1 -0.152
C 2.4436 0.3416 0.8887 0.1 0.0 -0.5 -0.201
C -2.7300 0.1379 -1.4347 0.1 -0.3 -0.1 -0.169
H -3.2946 0.6131 1.3804 0.0 0.1 0.0 0.106
C -3.5344 -1.9439 2.6012 -0.3 -0.2 0.1 -0.183
O -1.7304 -3.2757 1.8963 0.4 -0.1 0.0 0.036
C -0.9908 -4.3186 1.2084 0.3 -0.5 -0.3 -0.553
C 0.5916 -0.1349 2.4611 0.1 0.0 -0.2 -0.370
H 4.2325 3.1783 -4.8649 0.0 0.1 0.0 0.076
H -1.4234 4.7195 -3.3374 -0.1 0.1 0.0 0.090
H 2.6544 2.6550 -5.4726 -0.1 0.0 0.0 0.073
C 4.3560 1.0149 -2.8609 0.3 0.1 0.0 -0.456
C 3.7569 0.8137 0.8288 -0.1 0.0 0.1 -0.007
C 3.6868 0.7207 -1.5729 -0.1 -0.1 0.2 -0.136
O 3.5811 0.7182 -3.9108 -0.3 -0.1 0.2 -0.013
H -2.3707 1.8873 -0.3000 0.1 0.1 -0.1 0.142
C -2.9936 -0.7792 -0.2407 -0.2 0.3 -0.2 -0.179
H -2.1155 -0.3695 -2.1819 -0.1 0.0 0.0 0.122
C 2.3872 0.2239 -1.5118 0.4 0.1 0.0 -0.011
H -1.7461 -0.8461 2.4225 0.1 0.0 0.2 0.087
H -1.4052 -5.7579 2.7625 0.0 0.0 0.1 0.093
H -3.4870 -1.6784 -0.6130 0.0 -0.1 0.0 0.121
H 4.0488 2.7223 -6.5646 0.0 0.1 -0.1 0.076
H -2.0400 -1.0619 0.2011 0.1 -0.1 0.0 0.086
C 0.1741 5.2625 -1.1740 -0.1 -0.4 -0.1 -0.023
H 0.5502 5.0241 -0.1827 0.1 0.0 0.1 0.086
C -4.5292 -1.0973 1.7915 0.1 0.1 0.1 -0.124
C -0.7005 -0.6516 4.6593 0.4 0.1 -0.3 -0.068
H 0.5531 -4.1508 2.7079 0.0 0.0 0.1 0.090
H -5.1708 -1.7923 1.2469 0.0 0.0 0.0 0.118
C 0.1478 4.0008 -2.0386 0.4 0.4 -0.4 -0.568
N -2.0146 1.3360 -1.0632 -0.2 0.0 0.4 0.096
H 0.8168 6.0108 -1.6278 0.1 0.1 -0.1 0.088
C 1.5482 3.4012 -2.1493 -0.3 -0.1 0.1 -0.015
C -3.0365 -3.1332 1.7643 -0.4 0.2 0.3 -0.452
H 1.5244 2.5133 -2.7733 0.1 0.0 -0.1 0.065
C 4.0747 1.0603 -5.2030 0.3 0.2 -0.4 -0.211
H 5.3758 1.3870 -0.4529 0.1 0.0 0.0 0.121
C 3.7280 2.5016 -5.5505 0.0 -0.3 0.2 -0.058
H 4.2833 1.0384 1.7455 0.1 0.0 0.1 0.114
O -0.2987 -0.3386 1.6432 0.0 0.0 -0.1 0.038
H 0.7595 -3.0676 1.3297 0.1 0.1 -0.1 0.076
N 1.8670 0.1864 2.1463 0.1 0.0 0.4 0.152
H 3.5901 0.3633 -5.8897 0.1 0.0 0.1 0.124
H -0.4538 3.4096 -4.0249 0.0 0.0 -0.1 0.078
H 1.8505 0.0041 -2.4206 -0.1 0.0 -0.1 0.119
C -1.4695 -5.6904 1.6784 -0.1 0.3 0.0 -0.013
H 2.4569 0.3686 2.9532 -0.1 -0.1 -0.1 0.129
C 4.3681 1.0056 -0.3901 -0.1 0.0 -0.2 -0.004
C 0.3899 -0.2216 3.9138 -0.6 -0.2 0.8 -0.130
C 1.7679 0.0392 -0.2932 -0.2 -0.1 0.1 0.010
H 2.2251 4.1285 -2.5893 0.1 0.1 0.0 0.094
H 1.9179 3.1262 -1.1638 0.1 0.0 0.1 0.090
H -0.8479 -6.4656 1.2394 0.1 -0.1 0.0 0.090
C -2.0320 -1.2466 4.3872 -0.1 0.1 -0.2 -0.416
O -2.6749 -1.7282 5.3093 0.0 -0.1 0.2 0.063
C -1.1450 -4.1650 -0.3032 -0.2 0.1 0.3 -0.010
C -3.8796 -0.1142 0.8149 0.0 -0.3 0.0 -0.190
H -2.5011 -5.8525 1.3780 0.0 -0.1 0.0 0.081
O -0.7420 3.1095 -1.3286 0.0 0.0 0.1 0.031
H 5.1599 0.9132 -5.2223 -0.2 -0.1 0.0 0.121
```
Forces are in eV/Å.

E_HOMO = -0.3213 Ha
HOMO-LUMO gap = 8.7 eV
Structure (SMILES) = CCOC(=O)c1ccc(NC(=O)c2nc[nH]c2C(=O)N[C@@H](CCCCNC(=O)OC(C)(C)C)C(=O)OC(C)(C)C)cc1
ΔE to the lowest compared entry with this formula, charge and spin = 0.00 kcal per mole

***

(3)
C34H86B2F6N26O19P | ωB97M-V with the def2-TZVPD basis set

Structure (XYZ):
```
174
Properties=species:S:1:pos:R:3:forces:R:3:lowdin_charge:R:1
H 3.4938 -3.1178 2.1573 -1.6 0.8 1.1 0.110
H -2.4628 -11.5427 -4.5952 0.0 0.1 0.0 0.096
H 2.8229 -1.7302 -2.2125 -1.8 -0.2 0.1 0.098
H -0.5041 10.1317 -1.8252 -0.1 -0.1 -0.2 0.110
H -3.3237 2.3447 4.7695 2.0 -0.5 -1.5 0.092
H -5.6948 10.3917 -4.8025 0.0 0.1 0.0 0.087
N -2.1173 0.4197 -0.7162 1.9 0.5 2.4 -0.137
N -0.5532 -6.5097 -1.6946 -0.4 0.0 0.4 0.201
H 3.3959 2.0394 -7.6599 -0.2 0.1 0.2 0.113
C 0.0819 1.0754 2.9492 0.3 0.3 1.8 -0.263
N 0.1223 -7.9583 1.2542 0.2 0.6 -0.3 0.175
H 0.8989 8.4361 3.0741 -0.2 0.0 0.2 0.110
C -2.3903 2.0887 4.1475 6.3 -2.4 -2.2 0.159
O 0.4170 -0.0982 3.7229 -0.2 0.0 -1.7 -0.118
H 3.7668 -0.4011 -0.5797 -1.2 -1.1 1.6 0.151
F -1.4087 2.6220 -3.7544 2.2 3.8 1.0 0.069
H 1.9494 4.2960 3.3525 -1.6 -1.1 0.7 0.103
H 0.2120 -9.7466 3.0164 -0.1 0.0 -0.1 0.097
H -1.5016 -6.6833 -1.3979 0.2 -0.1 -0.2 0.123
H -1.3233 -11.5127 -2.5727 0.0 0.1 0.0 0.100
H 5.2007 5.1409 5.9595 0.0 -0.1 0.2 0.112
H -0.6315 -3.3130 0.3667 -0.2 2.1 1.4 0.102
O -5.9381 -0.2018 3.1050 0.4 0.2 0.0 0.000
O -2.5668 2.4463 0.8344 2.4 -1.7 1.1 -0.175
H -2.0400 -0.6920 7.0735 1.8 -0.2 -0.9 0.129
C 2.2851 -0.2348 1.2486 2.8 1.3 1.7 -0.079
O -0.1941 6.2335 3.3644 -0.2 0.3 -0.1 -0.008
H -1.1738 -4.0601 -7.7295 0.1 0.0 0.1 0.095
H -0.4769 2.1201 -1.4744 0.5 0.5 1.5 0.085
H 3.4342 -3.5727 -5.1241 -0.1 -0.2 -0.1 0.088
H -0.2119 -6.9638 -2.5259 -0.2 -0.1 -0.1 0.095
H -2.5787 -10.0836 -5.5252 0.1 -0.2 0.2 0.106
C 1.2630 -2.9167 1.8421 0.9 -2.0 -0.1 -0.114
O 1.2973 0.2540 -1.5711 0.3 -0.3 3.7 0.083
H 1.2745 -1.6374 -7.0179 -0.2 0.1 -0.2 0.050
H -1.1803 4.5338 0.1699 0.7 -0.3 -1.6 0.122
H -2.2504 3.0443 1.5457 -0.4 -0.5 -0.1 0.054
C 1.7415 -2.0867 -2.3655 0.7 -1.9 -2.7 -0.077
C 4.7612 -0.8177 1.3142 3.6 -3.4 -0.1 -0.355
C 1.0442 3.6976 3.7822 0.3 -0.5 0.0 -0.042
O -5.9391 13.5488 -5.0509 0.0 -0.2 0.0 0.023
O -2.9459 -3.9422 1.1188 1.9 0.1 0.6 -0.110
O 2.1808 0.0443 -6.8418 0.2 0.0 -0.1 0.013
O -1.2085 11.4812 -3.7768 -0.1 -0.1 0.0 0.028
C 0.1849 -5.6705 -0.9376 0.1 -0.2 -1.4 -0.671
H 1.0946 2.4185 -5.0348 0.0 -0.1 -0.1 0.067
H -0.1124 3.0697 1.3277 1.2 -1.9 -0.5 0.116
H 5.3723 2.7335 8.5106 -0.1 0.0 -0.1 0.102
N 0.5538 -2.2925 -7.2930 0.4 0.4 -0.1 0.161
H 0.5856 -7.6445 2.0883 -0.1 0.0 -0.1 0.100
H 1.6374 -3.2929 0.7984 -1.1 1.2 1.7 0.118
O 0.8577 -1.9960 -1.2258 0.6 2.7 2.6 -0.005
P -1.8333 0.8958 0.8118 -5.8 -1.9 -3.8 0.774
C -5.4302 12.4633 -4.8199 0.0 0.7 0.0 -0.708
H 4.6934 0.0143 3.1546 -0.1 0.8 -0.9 0.102
N 4.9226 2.4552 7.6565 -0.1 -0.7 0.4 0.159
H -7.2053 -2.3276 3.1260 0.0 0.1 -0.2 0.112
N -2.2524 -10.5667 -4.7027 -0.5 -0.1 -0.9 0.147
N -7.3080 -1.7971 2.2748 -0.2 -0.6 0.4 0.160
N 4.2582 -4.1549 -5.0653 -0.3 0.8 -0.1 0.168
H -6.3332 0.9278 0.9356 -0.2 -0.2 0.0 0.107
H -2.2827 -2.1572 5.0212 1.7 0.4 1.0 0.122
C -6.6416 -0.6237 2.1961 0.0 -0.1 0.0 -0.699
C 0.2758 -1.6520 1.7728 -2.3 -4.0 0.7 -0.181
H -2.3726 -4.6649 0.7452 -0.8 0.9 0.3 0.074
H 2.8307 -5.0862 2.9380 -0.1 0.7 1.2 0.081
H 3.3465 -2.0971 0.2350 -0.2 1.9 0.0 0.121
C 2.5243 -3.0447 2.8064 1.4 0.2 0.4 -0.252
N 2.7541 2.2296 -6.9058 0.6 0.3 -0.5 0.159
N 1.2110 1.4915 -5.4024 -0.5 -0.3 0.6 0.175
H -7.8897 -2.1607 1.5411 0.1 0.1 0.1 0.101
H -0.1164 -3.4572 4.1592 0.4 1.8 0.2 0.104
F -0.0328 -1.0812 7.5400 -1.4 0.4 -2.2 -0.129
C -1.5497 4.5008 -2.0744 -0.5 1.0 2.4 -0.244
N -4.1584 12.3312 -4.3773 0.6 0.2 0.2 0.161
C -0.0560 -2.3510 4.4447 -0.4 0.2 0.9 -0.104
C 0.0170 0.8538 1.3115 -1.2 2.1 1.9 -0.228
O -0.2575 -5.1282 0.0750 -0.2 -0.1 0.7 -0.029
C -1.2386 1.6920 3.6190 -6.4 1.6 1.9 -0.035
N -1.1343 -10.5374 -2.7184 0.5 0.1 0.3 0.162
F -1.7362 5.9440 -2.2537 0.3 -3.2 0.3 0.002
N -6.0949 11.2942 -4.9868 -0.8 -0.7 -0.3 0.142
N 5.2523 -6.0973 -4.4080 0.5 -0.8 0.3 0.152
H -2.3303 8.5734 -4.3921 0.1 0.1 0.0 0.096
H 1.8337 -3.2264 -2.6139 -0.3 2.1 0.5 0.100
F -2.8471 3.9504 -1.7627 3.3 1.3 -1.6 0.052
N -0.6624 -4.1727 -6.8728 -0.6 -0.8 0.2 0.152
O -1.3038 -8.6527 -3.9553 0.0 0.2 0.0 0.002
C -0.5821 4.2982 -0.7788 0.4 0.0 -0.8 -0.050
H 2.5319 -0.4374 2.3736 -1.2 0.1 -2.1 0.140
H 6.0430 0.4169 2.3163 -1.2 -0.3 -0.3 0.108
N 1.4433 -5.4745 -1.3806 0.5 0.2 0.5 0.195
F 0.5031 4.0771 -3.5631 -3.8 -0.7 0.5 0.073
N -2.1307 9.5512 -4.5094 -0.7 -0.2 -0.8 0.149
H 3.2167 -4.2036 4.3541 -0.4 -0.6 -0.7 0.072
H 0.9479 -2.1209 4.9824 -1.7 -0.6 -1.0 0.131
C 3.4003 -0.9636 0.3790 2.3 0.2 1.1 -0.058
H 1.5658 2.5911 0.8211 -1.8 -1.2 0.4 0.157
H -7.3864 -0.2825 0.2770 0.1 0.0 0.1 0.101
C 4.1212 -5.3558 -4.4596 -0.2 0.2 -0.1 -0.690
N -0.2435 -10.0163 2.1630 -0.1 -0.8 0.4 0.153
H -1.5988 8.0978 5.5198 0.0 -0.1 -0.1 0.101
C -0.9970 -2.4354 1.0594 -0.4 -0.9 -0.9 -0.099
H -1.6454 -1.8223 0.3698 0.8 -0.2 1.0 0.090
C -0.3931 -9.1968 1.0964 0.1 0.1 -0.1 -0.682
H 5.1899 -7.0002 -3.9637 0.0 0.2 -0.1 0.108
H -1.3715 -1.0178 3.3461 1.7 -0.6 -1.2 0.137
H 2.6422 0.8579 1.1646 -1.3 -1.5 0.0 0.145
F -1.4644 4.7931 -4.5254 1.7 -2.4 2.8 0.051
O 0.9185 -3.4861 -5.4084 0.2 0.0 0.3 0.005
H 2.6663 3.1708 -6.5662 0.0 -0.1 0.0 0.099
C 2.0565 1.1818 -6.4110 -0.1 -0.1 0.0 -0.676
H 0.0712 4.1062 3.3364 1.6 -0.5 1.0 0.033
H 1.0951 2.9954 -1.3545 -1.7 -0.7 1.3 0.120
H -7.0463 11.3498 -5.3157 0.2 0.0 0.1 0.106
C -1.4386 10.2937 -3.6115 0.3 0.6 0.0 -0.708
C -0.9203 3.9610 -3.4579 -1.9 0.0 -3.1 -0.247
H 5.1214 -3.8191 -5.4536 -0.1 -0.1 0.0 0.098
H -0.6164 -10.9495 2.0813 0.1 0.2 0.1 0.110
H -1.4992 -4.0786 2.6281 -0.7 1.9 -0.7 0.132
H 1.3216 -1.6284 -3.3543 0.6 -0.6 2.1 0.115
C -1.0401 -0.8395 6.4865 -1.8 -0.5 0.9 -0.143
H 6.1346 -5.7989 -4.7836 -0.1 0.0 0.0 0.097
H 2.0284 -4.8535 -0.8446 -0.1 -0.2 -0.2 0.097
O -0.9512 -9.5453 0.0662 0.0 -0.2 -0.1 0.011
O 4.2246 2.9031 5.5513 0.0 0.0 0.2 0.018
H -2.7498 -0.3909 -0.7355 0.3 0.5 0.1 0.008
C -0.2463 -1.2952 3.2407 -1.0 0.7 1.6 -0.211
N 5.2893 4.5064 6.7382 0.1 0.7 -0.3 0.160
H -2.4576 10.0215 -5.3400 0.2 -0.2 0.1 0.109
H 0.0268 -7.3228 0.4751 0.0 -0.2 0.4 0.053
H -1.2022 8.6375 -2.3633 0.0 0.1 0.0 0.081
H 2.6342 -2.2090 3.6158 -0.2 -1.2 -1.7 0.122
H 2.6881 1.6384 4.9351 0.5 0.6 -1.1 0.090
H 5.7457 4.8228 7.5752 0.0 -0.1 -0.1 0.102
N 0.1937 8.4193 3.7944 0.6 0.5 -0.4 0.156
H 0.6247 -3.8435 2.1797 0.8 2.1 -0.7 0.123
C -1.2495 -2.1320 5.5565 1.1 -0.6 -0.1 -0.138
O -2.9258 -0.0681 1.6948 1.3 2.3 0.3 -0.206
N -1.3793 7.2781 4.9823 -0.6 -0.4 0.5 0.158
N 5.0027 0.3444 2.2075 0.0 -1.9 -0.4 0.091
C 4.7769 3.2650 6.5828 0.0 0.0 0.0 -0.676
H -1.2227 -3.0864 6.2244 -0.1 1.8 -1.0 0.131
N -1.0229 9.6141 -2.5175 0.4 -0.2 0.8 0.156
C 0.3093 -3.3266 -6.4578 0.1 0.2 -0.2 -0.691
H -3.6556 0.4814 2.1068 1.0 -0.8 -0.3 0.077
O 3.0580 -5.7398 -3.9958 -0.1 -0.2 0.4 0.009
B 1.2659 2.0843 3.5481 2.6 1.7 0.9 -0.338
N 2.5166 -4.3464 3.6091 0.1 0.8 -1.3 -0.024
H 1.8201 -5.9094 -2.2066 0.1 0.1 -0.3 0.075
H 0.6718 0.7364 -5.0059 0.1 0.2 0.0 0.111
H -3.6291 13.1782 -4.2400 0.0 -0.3 0.0 0.112
N -6.8139 0.0470 1.0337 0.2 0.7 -0.5 0.157
H 0.0650 -2.1445 -8.1578 0.0 -0.1 0.1 0.099
H -1.8772 6.4220 5.1705 0.1 0.2 0.0 0.109
C 0.4565 2.2482 0.7060 0.3 3.1 -0.3 -0.142
C 0.0998 2.7957 -0.7622 0.7 1.0 -2.1 -0.179
H -2.6915 -2.5688 2.6817 1.2 -1.0 -1.0 0.116
H -0.6056 -10.0313 -2.0228 -0.3 -0.2 0.2 0.071
O 5.6644 -1.7360 1.2241 -4.3 4.2 -0.1 0.005
H 4.5535 1.5201 7.5805 0.1 0.2 0.1 0.111
H 0.2593 5.0918 -0.9053 -1.5 -1.3 0.3 0.143
H 1.1031 3.8625 4.9360 -0.3 -0.1 -1.9 0.106
C -0.4438 7.2451 4.0057 0.0 -0.1 -0.1 -0.684
H 2.0002 0.8591 -1.2397 -0.9 -0.2 -0.5 0.101
C -1.5476 -9.8432 -3.8011 0.2 0.0 0.3 -0.696
B 0.9013 -0.7193 -0.5344 0.2 -1.3 -6.6 -0.551
H -3.7228 11.4480 -4.1819 0.0 0.2 0.1 0.050
H -0.8584 0.1481 5.9311 0.3 -1.7 0.8 0.100
O 2.5899 1.5863 3.9533 -3.7 -0.3 -0.4 0.020
N 0.7824 -0.4301 0.9532 0.5 0.0 0.5 0.053
C -2.0169 -3.2235 2.0228 -0.4 -0.9 -0.4 -0.201
H 0.0034 9.2603 4.3098 0.0 -0.1 0.0 0.101
H -0.8739 -4.9578 -6.2760 0.0 0.1 -0.2 0.109
```
Forces are in eV/Å.

Net charge = +1
E_HOMO = -0.3867 Ha
HOMO-LUMO gap = 8.5 eV